[1]
The following is a DFT calculation (ωB97M-V/def2-TZVPD) of a molecular structure, C4H6N2O in a non-equilibrium geometry.

Geometry as XYZ:
```
13
Properties=species:S:1:pos:R:3:forces:R:3:mulliken_charge:R:1
O -2.463 0.603 0.409 0.442 -0.393 0.194 -0.541
N -0.529 -0.696 0.918 0.390 0.408 0.193 -0.180
N -0.813 0.281 -1.148 -0.083 0.049 0.202 -0.155
C 0.769 -0.591 0.316 0.963 0.614 -0.464 -0.072
C 0.386 -0.017 1.931 -1.485 -0.240 0.889 -0.702
C -1.403 0.130 0.091 -0.076 0.404 0.318 0.334
C 0.557 -0.161 -1.155 0.060 -0.281 -0.049 -0.485
H 1.177 0.567 -1.700 0.252 -0.132 0.904 0.340
H 1.416 -1.438 0.550 -0.104 0.241 -0.487 0.494
H 1.322 0.349 0.942 -0.232 -0.354 -0.244 0.231
H -1.105 1.094 -1.672 -0.014 -0.265 -0.040 0.278
H 0.003 1.014 2.110 0.280 0.024 -0.995 0.220
H 0.722 -1.113 -1.663 -0.393 -0.078 -0.422 0.238
```
Positions in Å, forces in eV/Å.

Energy above the lowest of the compared OMol25 structures with the same formula, charge and spin ... 121.3 kcal/mol
Orbital gap ... 8.98 eV
HOMO level ... -8.426 eV

***

[2]
The following is a DFT calculation (ωB97M-V/def2-TZVPD) of a single C4H6N2O2 molecule in a non-equilibrium geometry.

Geometry as XYZ:
```
14
Properties=species:S:1:pos:R:3:forces:R:3:mulliken_charge:R:1
O 1.852 -0.839 0.078 -0.314 0.107 0.004 -0.283
O 1.972 1.428 -0.136 0.362 -0.031 -0.041 -0.501
N -0.053 0.320 0.041 -0.731 -0.050 0.058 -0.247
N -2.450 -0.184 0.136 2.564 -0.019 0.017 -0.433
C -3.642 0.576 -0.038 -0.528 0.286 -0.083 -0.661
C 1.378 0.404 -0.023 -2.608 -0.595 0.132 0.516
C 3.263 -0.988 0.032 0.452 0.109 -0.076 -0.571
C -1.259 0.114 0.080 0.918 0.009 -0.068 0.598
H -3.511 1.405 -0.739 -0.040 -0.063 0.033 0.287
H 3.627 -0.834 -0.986 -0.018 0.013 0.096 0.265
H 3.742 -0.275 0.702 0.046 -0.027 -0.013 0.294
H -4.410 -0.099 -0.420 -0.040 0.216 0.056 0.241
H -3.974 0.979 0.923 -0.051 -0.034 -0.095 0.267
H 3.464 -2.008 0.350 -0.013 0.080 -0.019 0.229
```
Positions in Å, forces in eV/Å.

SMILES ... CN=C=NC(=O)OC
Energy above the lowest of the compared OMol25 structures with the same formula, charge and spin ... 41.9 kcal/mol
Orbital gap ... 10.28 eV
HOMO level ... -9.473 eV

***

[3]
The following is a DFT calculation (ωB97M-V/def2-TZVPD) of 2 unconnected molecules or ions with the total composition C4H6N2O2 in a non-equilibrium geometry.

Geometry as XYZ:
```
14
Properties=species:S:1:pos:R:3:forces:R:3:mulliken_charge:R:1
O 1.908 -1.574 0.772 0.071 -0.968 -0.471 -0.504
O 0.859 -1.330 -1.221 0.196 -0.130 1.611 -0.558
N 1.185 0.867 1.537 0.792 -1.707 1.405 -0.415
N -3.965 -0.188 -1.897 0.934 0.124 0.628 -0.364
C 0.757 0.439 0.355 -3.444 3.012 -4.601 0.455
C 1.113 -0.915 -0.102 1.159 -0.322 -2.116 0.669
C -0.016 1.166 -0.577 2.576 -4.288 0.746 -1.265
C -3.141 -0.166 -1.089 -0.291 -0.296 0.663 0.162
H 2.229 -2.397 0.321 -0.503 0.849 0.507 0.364
H 1.349 -0.045 1.970 0.445 1.461 1.855 0.278
H -0.088 0.688 -1.570 -0.307 0.610 0.777 0.315
H -2.463 -0.207 -0.211 -0.632 0.158 -1.331 0.205
H -0.623 1.932 -0.271 -0.930 2.233 0.440 0.443
H 0.897 1.731 1.985 -0.067 -0.736 -0.112 0.216
```
Positions in Å, forces in eV/Å.

SMILES ... C=C(N)C(=O)O.C#N
Energy above the lowest of the compared OMol25 structures with the same formula, charge and spin ... 55.8 kcal/mol
Orbital gap ... 8.79 eV
HOMO level ... -8.594 eV

***

[4]
The following is a DFT calculation (ωB97M-V/def2-TZVPD) of a single C4H6N2O2 molecule in a non-equilibrium geometry.

Geometry as XYZ:
```
14
Properties=species:S:1:pos:R:3:forces:R:3:mulliken_charge:R:1
O -1.596 -0.585 0.504 1.268 -3.691 0.800 -0.380
O 1.832 -0.407 -0.071 -2.076 2.333 0.872 -0.347
N 0.173 0.833 -1.333 2.325 0.615 -0.468 -0.262
N -0.791 1.397 -0.540 -1.706 -1.612 2.293 -0.335
C -1.565 0.673 0.261 0.653 2.664 -3.278 0.010
C -0.327 -1.416 0.757 -2.629 3.353 4.877 -0.229
C 1.352 0.395 -1.140 1.007 -0.553 -0.477 0.165
C 0.825 -0.463 1.094 1.871 -0.913 -0.797 -0.552
H -0.335 -2.120 0.002 0.794 -1.356 -1.472 0.326
H -2.541 1.076 0.499 0.244 0.868 0.486 0.396
H 2.269 0.610 -1.931 -2.716 -1.152 1.853 0.274
H 0.488 0.568 1.555 0.832 -2.141 -1.285 0.381
H -0.581 -1.877 1.857 0.363 0.655 -2.967 0.222
H 1.417 -1.056 1.833 -0.231 0.929 -0.437 0.330
```
Positions in Å, forces in eV/Å.

SMILES ... C1=N\N=C/OCCO/1
Energy above the lowest of the compared OMol25 structures with the same formula, charge and spin ... 124.2 kcal/mol
Orbital gap ... 9.19 eV
HOMO level ... -8.612 eV